1.
60
Properties=species:S:1:pos:R:3:forces:R:3 method="wB97M-V/def2-TZVPD" spin_multiplicity=1 gap_ev=9.709 e_above_lowest_kcal_mol=207.0 e_homo_ev=-9.41
C -1.65050 4.14235 -1.24338 -1.47 0.07 -0.45
O -0.36786 3.67282 -1.79140 -0.36 -0.77 1.97
C 0.15344 2.51821 -1.04056 0.34 -1.38 0.82
C -0.82400 1.19332 -1.05358 -0.76 0.26 0.47
C -1.20596 0.63948 -2.54963 0.11 0.92 -0.42
C -0.06843 -0.31193 -3.24878 -0.69 0.02 -1.11
C -0.16011 -1.90356 -2.86660 1.09 0.11 0.78
C -0.49442 -2.22428 -1.29390 -0.25 -1.75 0.10
C -0.31754 -3.87692 -1.11342 0.39 -0.20 -0.43
C 0.89283 -4.29174 -0.08737 0.02 0.03 0.22
C 0.73254 -3.71754 1.44143 0.47 0.10 0.03
C 2.19122 -3.23866 2.07648 -0.51 -0.75 -0.08
C 3.17416 -4.53124 2.43330 -0.65 0.46 0.32
C 4.55919 -4.07642 3.21602 0.18 0.76 -0.28
C 5.01902 -2.52271 2.83554 2.33 6.96 -4.52
N 5.38102 -1.38963 2.29654 -3.40 -10.45 5.23
C 5.85534 -5.03519 2.89766 1.02 -0.83 1.06
S 6.52551 -4.67477 1.14614 0.05 -0.38 0.44
C 5.55044 -6.63981 3.07221 -0.05 -7.88 0.58
N 5.47361 -7.92742 3.16912 0.58 11.60 -0.85
H -1.78961 5.32313 -1.29378 0.84 -2.49 -0.13
H -2.49887 3.67871 -1.94294 1.59 0.98 1.81
H -1.84182 3.84484 -0.12187 0.53 0.34 -2.19
H 1.21519 2.15960 -1.45056 -2.38 1.25 0.44
H 0.35002 2.78199 0.10527 -0.56 -0.29 -2.34
H -0.30947 0.39517 -0.35116 -0.99 1.50 -1.62
H -1.85948 1.45579 -0.52219 2.28 -0.43 -1.06
H -2.30089 0.16407 -2.55149 2.58 0.72 0.07
H -1.30294 1.60396 -3.24655 0.21 -1.98 1.56
H 1.02172 0.14216 -3.09460 -2.38 -1.09 -0.01
H -0.25769 -0.24318 -4.42525 0.47 -0.13 2.48
H 0.92379 -2.35741 -3.07516 -2.33 0.84 0.42
H -0.91063 -2.52783 -3.51957 1.32 1.52 1.17
H 0.24578 -1.73808 -0.52158 -1.50 -0.62 -1.73
H -1.62923 -2.01559 -0.98886 2.62 0.04 -0.77
H -0.02057 -4.32845 -2.17602 -0.71 0.89 2.27
H -1.33844 -4.36312 -0.80996 1.98 0.87 -0.41
H 0.99666 -5.45874 -0.00721 -0.20 2.21 -0.39
H 1.89367 -3.87308 -0.54117 -1.85 -0.78 0.85
H 0.05042 -2.76393 1.43528 1.20 -1.88 0.08
H 0.24676 -4.54359 2.14016 0.93 1.80 -1.44
H 2.69144 -2.51178 1.29625 -0.85 -1.40 1.77
H 1.95281 -2.70208 3.08936 0.65 -0.77 -1.95
H 2.56509 -5.19247 3.20592 1.40 1.21 -1.68
H 3.41483 -5.17934 1.48584 -0.36 1.36 1.82
H 4.37281 -4.10630 4.37141 0.45 0.16 -2.25
H 6.71132 -4.72974 3.66101 -1.91 -0.97 -1.53
H 7.83317 -5.19090 1.03585 -1.48 0.23 0.93
C -4.27210 8.27530 0.43903 -0.21 -0.08 -0.10
N -5.00178 7.08143 0.06620 0.78 -1.15 0.27
C -6.32926 7.21982 -0.49488 -0.08 -0.33 -0.05
C -4.47211 5.81901 0.22893 -0.74 0.25 -0.29
O -5.03342 4.77078 -0.06447 0.28 0.97 0.15
H -4.84679 8.81935 1.19409 0.19 0.13 -0.03
H -4.14401 8.90251 -0.44787 0.10 0.12 0.17
H -3.28924 8.02535 0.84712 -0.17 -0.04 -0.08
H -7.04228 6.68702 0.14151 -0.07 0.09 -0.20
H -6.34304 6.76978 -1.49218 -0.19 0.08 0.10
H -6.61238 8.27374 -0.56272 0.16 -0.19 0.06
H -3.45893 5.82773 0.66301 -0.01 0.14 0.01

2.
63
Properties=species:S:1:pos:R:3:forces:R:3 method="wB97M-V/def2-TZVPD" spin_multiplicity=1 gap_ev=8.910 e_homo_ev=-8.72
N 3.59993 -0.63438 0.35242 0.02 0.05 0.05
C 3.10095 -0.29280 -0.62258 0.09 -0.10 -0.01
C 2.44835 0.09726 -1.87371 -0.28 -0.53 -0.02
C 3.05084 -0.63110 -3.11835 0.25 0.70 0.14
C 4.32375 -1.44452 -2.89223 -0.07 -0.37 -0.10
C 4.15616 -2.84137 -2.26376 0.13 0.25 -0.10
C 2.92309 -3.60887 -2.69513 -0.04 -0.24 -0.26
N 2.88854 -3.81301 -4.16115 -0.33 -0.07 0.30
C 0.91868 -0.20389 -1.78531 0.42 0.66 -0.07
C 0.37635 0.17671 -0.47887 -0.18 -0.09 -0.01
N -0.10550 0.53326 0.49977 0.11 -0.03 0.05
C 0.15736 0.57831 -2.89264 0.26 -0.34 -0.34
C -0.74739 -0.27948 -3.79085 -0.44 0.38 0.30
C -1.47677 -1.43387 -3.08292 0.17 -0.23 -0.41
C -2.91514 -1.64180 -3.56745 0.08 -0.45 0.02
O -3.87702 -1.11818 -2.63961 0.16 0.21 -0.11
C -4.10910 -1.94751 -1.59520 0.16 -0.01 0.69
O -3.76913 -1.70538 -0.47495 -0.22 0.07 -0.34
H 2.58696 1.17102 -1.98918 -0.03 0.09 0.11
H 2.26539 -1.21991 -3.58664 -0.04 -0.15 0.00
H 3.30060 0.15260 -3.83464 -0.06 -0.02 -0.09
H 4.80636 -1.56920 -3.86156 -0.07 0.02 -0.09
H 5.02060 -0.86659 -2.28480 0.04 0.06 0.02
H 5.01430 -3.43823 -2.57586 0.09 0.01 0.09
H 4.19165 -2.76693 -1.17869 -0.12 -0.06 0.09
H 2.96152 -4.59401 -2.23007 0.02 -0.02 0.04
H 1.99935 -3.15132 -2.32326 0.00 0.13 0.07
H 2.40036 -4.68182 -4.34709 0.11 -0.03 -0.10
H 2.31190 -3.10391 -4.60016 0.16 0.09 -0.07
H 0.81838 -1.27897 -1.91426 -0.15 -0.10 0.09
H 0.90399 1.05632 -3.52803 0.00 0.07 -0.02
H -0.41094 1.38826 -2.44305 -0.09 -0.06 0.14
H -0.18948 -0.63959 -4.65497 0.08 -0.18 0.04
H -1.51106 0.38509 -4.20044 0.06 0.09 -0.06
H -1.48080 -1.31027 -2.00131 -0.13 0.11 0.09
H -0.93729 -2.36467 -3.27728 0.07 -0.02 0.10
H -3.10310 -2.71002 -3.71301 -0.11 -0.03 0.03
H -3.08354 -1.15896 -4.52583 -0.14 0.16 0.03
H -4.66410 -2.86503 -1.83764 0.04 -0.05 -0.30
C -2.98177 0.29105 2.05459 -0.33 -0.07 -0.07
N -4.28759 0.87034 2.32186 0.11 0.09 0.07
C -4.56982 2.07891 2.87819 0.01 -0.05 -0.01
C -3.39108 2.94704 3.25193 -0.12 0.05 -0.02
O -5.72508 2.43004 3.05860 0.00 0.03 -0.02
H -2.87249 0.08418 0.99123 0.09 -0.01 0.06
H -2.87276 -0.64800 2.60147 0.10 -0.01 -0.02
H -2.18797 0.96366 2.35504 0.00 0.04 0.01
H -5.10622 0.33513 2.08096 0.01 -0.03 -0.01
H -3.75517 3.86908 3.69186 -0.05 -0.02 0.02
H -2.75477 2.44849 3.98126 0.07 0.05 -0.01
H -2.79675 3.18366 2.36841 0.08 -0.03 0.04
C 1.26353 1.45924 5.66171 -0.25 -0.05 -0.07
N 0.04054 2.23656 5.59741 0.09 0.04 0.05
C -0.13011 3.56639 5.83137 -0.02 0.00 -0.05
C 1.09582 4.36218 6.21764 -0.02 0.03 0.01
O -1.22877 4.08342 5.72582 0.02 -0.01 0.02
H 1.47692 1.00649 4.69209 0.07 0.00 0.01
H 1.16960 0.66419 6.40340 0.07 0.00 0.01
H 2.10122 2.08970 5.93831 0.01 0.02 0.01
H -0.81068 1.75939 5.34731 0.00 -0.02 0.00
H 0.79939 5.39536 6.36668 -0.06 -0.01 -0.01
H 1.52966 3.98102 7.14272 0.06 -0.01 -0.03
H 1.84929 4.31929 5.43043 0.05 -0.02 0.04

3.
68
Properties=species:S:1:pos:R:3:forces:R:3 method="wB97M-V/def2-TZVPD" spin_multiplicity=2 gap_ev="5.729 / 5.771" s2=0.762 e_above_lowest_kcal_mol=72.2 e_homo_ev="-5.76 / -5.80"
Ru 0.19544 -0.05489 0.07720 0.34 0.80 0.55
N 4.36105 -0.36621 0.58852 0.05 0.03 -0.13
C 3.04382 -0.62250 0.80133 0.01 -0.09 0.23
N 2.26966 0.06729 0.01378 -0.10 0.13 -0.43
C 3.11550 0.83175 -0.78655 0.14 -0.03 -0.01
C 2.83931 1.73661 -1.80885 -0.09 -0.06 -0.06
C 3.90459 2.35119 -2.43374 0.02 -0.03 0.01
C 5.22973 2.07944 -2.05837 -0.01 0.02 -0.02
C 5.52286 1.18234 -1.05142 -0.01 0.01 -0.01
C 4.44198 0.56655 -0.43031 -0.05 -0.04 0.10
H 5.12891 -0.77754 1.08670 -0.02 0.03 0.05
H 2.68422 -1.30548 1.55505 -0.11 0.14 0.07
H 1.81799 1.94388 -2.09770 -0.01 -0.01 0.00
H 3.71468 3.05855 -3.22989 0.02 0.00 0.00
H 6.03856 2.58233 -2.57131 0.00 0.01 0.00
H 6.54451 0.97093 -0.76489 0.00 0.00 0.01
C -5.02754 -0.10143 -1.19556 0.04 -0.02 0.04
C -4.50239 -1.46185 -0.78597 -0.38 0.06 -0.25
O -4.13841 -1.46416 0.60211 0.17 -0.08 -0.21
P -2.56148 -1.46326 0.93989 -0.21 0.69 0.83
O -1.95557 -0.27747 0.19205 0.65 -0.50 -0.65
Te -2.22062 -1.40713 3.25234 -0.19 -0.32 -0.03
O -2.05926 -2.81460 0.21668 -0.48 -0.06 -0.22
C -2.58158 -4.07275 0.66404 0.18 -0.39 -0.11
C -2.12600 -5.15057 -0.30087 -0.26 -0.07 -0.27
H -5.33955 -0.12325 -2.24175 -0.01 0.01 0.00
H -4.24975 0.65204 -1.07585 0.00 0.01 0.00
H -5.88432 0.17488 -0.58143 0.00 0.02 0.01
H -3.67338 -1.75902 -1.43112 0.16 0.03 0.16
H -5.28196 -2.21666 -0.91457 -0.01 -0.02 0.12
H -3.67287 -4.05041 0.69436 0.00 0.19 0.12
H -2.20079 -4.27254 1.66853 -0.09 0.10 0.07
H -2.52225 -4.95632 -1.30018 -0.07 -0.05 0.00
H -2.50930 -6.11566 0.04121 -0.02 -0.01 -0.03
H -1.03295 -5.17405 -0.34774 -0.95 -0.21 -0.15
O 0.34311 -0.01071 1.91255 0.54 -0.05 -0.51
C 1.90726 4.48751 0.26889 -0.05 0.04 0.05
C 0.52601 4.22422 -0.33679 0.69 -0.11 -0.37
P -0.13186 2.56238 0.06800 -1.35 -1.19 0.93
C -0.50377 2.71517 1.86163 -0.31 0.59 0.14
C -1.47535 3.81393 2.29714 0.08 0.03 -0.04
C -1.79604 2.53271 -0.73367 -0.11 0.73 -0.34
C -2.49688 3.86838 -1.00911 0.04 -0.03 -0.01
H 2.27144 5.47034 -0.03410 0.00 0.00 0.02
H 2.63804 3.74727 -0.05661 -0.01 -0.01 0.02
H 1.87199 4.47042 1.35871 -0.01 -0.01 0.00
H 0.59364 4.31044 -1.42578 -0.06 -0.01 0.00
H -0.17416 4.98949 -0.00257 -0.14 -0.12 0.00
H 0.45106 2.84788 2.37834 0.06 -0.14 -0.07
H -0.87746 1.74385 2.18454 0.12 -0.09 -0.10
H -1.16277 4.81380 1.98458 -0.02 0.00 0.00
H -1.55008 3.82513 3.38561 0.00 -0.01 0.00
H -2.47770 3.63178 1.90988 0.00 -0.01 0.00
H -2.42638 1.88485 -0.12665 0.16 -0.07 0.09
H -1.67195 2.01681 -1.69042 0.01 -0.11 0.06
H -2.62596 4.46534 -0.10779 0.00 0.00 0.00
H -3.48829 3.68843 -1.42962 0.00 0.00 0.01
H -1.94653 4.47220 -1.73311 0.01 0.01 0.02
N 1.52871 -6.53006 0.49760 -0.18 0.07 -0.32
C 1.61961 -5.16372 0.42665 0.19 -0.15 0.09
N 2.89678 -4.67752 0.49708 -0.05 0.15 0.25
N 0.53584 -4.46892 0.29738 1.24 0.42 0.32
C 0.59305 -3.14739 0.25226 -0.12 -0.01 -0.08
N 0.42052 -2.01799 0.11762 0.47 -0.16 0.01
H 2.22872 -7.01764 -0.04298 0.12 -0.03 0.20
H 0.59910 -6.86749 0.28938 -0.04 0.02 0.13
H 3.50187 -5.19153 1.12059 0.06 -0.09 -0.15
H 2.96557 -3.67941 0.63509 -0.06 0.02 -0.13

4.
62
Properties=species:S:1:pos:R:3:forces:R:3 method="wB97M-V/def2-TZVPD" spin_multiplicity=1 gap_ev=9.599 e_above_lowest_kcal_mol=0.0 e_homo_ev=-9.07
C -1.24226 0.92542 0.36824 -0.17 -0.05 -0.18
C -0.43596 1.01506 1.41668 -0.16 0.09 0.20
C 0.11835 2.31599 1.92055 -0.50 -0.23 -0.10
C 1.64702 2.40366 1.70288 0.43 0.69 0.73
C 2.48708 1.13488 1.82036 -0.11 -0.10 -0.39
C 3.11824 0.94208 0.41745 0.26 0.03 0.04
N 2.63701 2.02132 -0.46744 -0.50 -0.16 0.45
C 1.96695 2.98676 0.33844 0.09 -0.18 -0.08
O 1.69274 4.10015 -0.02854 -0.21 -0.17 0.06
H -1.34013 0.00619 -0.19402 -0.62 -0.26 0.45
H -1.85959 1.76219 0.06123 0.59 0.29 -0.56
H -0.18439 0.10154 1.94536 0.63 -0.08 -0.34
H -0.34716 3.11474 1.34105 0.01 0.16 0.13
H -0.11484 2.49791 2.96986 0.10 -0.14 0.10
H 2.00147 3.14860 2.41932 0.01 0.03 0.01
H 1.90616 0.26075 2.08135 -0.06 -0.06 0.11
H 3.27438 1.22815 2.56091 -0.02 0.04 0.09
H 4.19963 1.01857 0.51412 0.07 0.05 -0.16
H 2.92108 -0.03001 -0.02827 -0.17 -0.05 0.09
H 1.91148 1.66666 -1.08653 0.28 0.10 -0.37
C 2.01109 3.98068 -3.19628 -0.19 0.12 -0.16
C 1.68312 2.69342 -3.91793 0.11 0.03 0.04
O 0.27039 2.47777 -4.06046 0.00 -0.10 -0.01
C -0.46147 3.03553 -5.04373 -0.03 0.09 0.07
C 0.16095 4.07805 -5.94391 0.10 -0.13 -0.10
O -1.61453 2.71696 -5.15242 0.01 -0.01 -0.01
H 1.67549 4.85042 -3.76432 0.07 -0.02 -0.05
H 3.08884 4.05815 -3.05185 0.00 -0.02 0.04
H 1.53616 4.02133 -2.21785 0.09 -0.04 -0.07
H 2.17685 2.62111 -4.88875 -0.04 0.02 -0.02
H 2.02260 1.83910 -3.33368 -0.01 -0.01 -0.01
H -0.13173 5.06050 -5.57404 0.00 0.00 0.00
H -0.25417 3.94715 -6.93996 -0.08 0.04 0.03
H 1.24411 4.03719 -6.00588 0.00 0.03 0.05
C -6.24500 -1.60717 0.01932 0.02 0.02 0.10
C -4.82694 -1.90444 -0.41950 -0.10 0.01 -0.05
O -3.87532 -1.68973 0.63023 0.12 0.00 -0.02
C -3.61372 -2.60292 1.58438 -0.06 0.03 0.04
C -4.48378 -3.83274 1.70638 0.08 -0.09 -0.16
O -2.71029 -2.39307 2.34830 0.02 -0.02 -0.02
H -6.56989 -2.27276 0.81904 -0.01 -0.03 -0.03
H -6.92910 -1.72339 -0.82163 0.01 0.01 -0.01
H -6.31498 -0.58384 0.38727 0.00 0.01 -0.03
H -4.72293 -2.91052 -0.82908 0.00 -0.01 0.04
H -4.52348 -1.20917 -1.20021 0.03 0.00 0.02
H -5.21171 -3.65437 2.49774 0.00 0.00 0.00
H -3.84855 -4.66243 2.00594 0.00 0.03 0.09
H -5.01309 -4.10712 0.79877 -0.04 0.03 0.02
C 0.52085 -3.60182 2.11035 0.05 0.10 0.08
C 1.72524 -3.31321 1.24013 -0.09 -0.07 -0.01
O 2.51509 -2.22704 1.74480 0.08 -0.02 -0.07
C 3.44394 -2.37876 2.71404 -0.14 0.09 0.07
C 3.57241 -3.69997 3.43280 0.10 -0.10 -0.16
O 4.11069 -1.42551 3.01176 0.05 -0.05 -0.03
H 0.81476 -3.92121 3.11078 0.01 -0.05 -0.02
H -0.08157 -4.39324 1.66295 -0.01 0.01 -0.01
H -0.10423 -2.71493 2.21207 -0.03 -0.03 -0.04
H 2.34954 -4.19482 1.08686 0.01 0.00 0.02
H 1.40465 -2.97538 0.25549 0.02 0.03 0.01
H 3.02799 -3.62555 4.37406 0.00 0.00 0.00
H 4.62476 -3.85604 3.65548 -0.01 0.06 0.07
H 3.19967 -4.55679 2.87951 -0.05 0.01 0.03

Summary of maximum force in eV Å⁻¹
12.2 0.8 2.0 1.1
(order as listed above)
Summary of E_tot in eV
-39660.8235 -35910.5176 -65855.2167 -36092.4701
(order as listed above)